(1)
Molecular formula: C57H42Cl3FN4O3S8Sn
Method: DFT, the ωB97M-V functional and the def2-TZVPD basis

Structure (ORCA input):
```
! wB97M-V def2-TZVPD RIJCOSX def2/J DEFGRID3
* xyz -2 1
Sn -1.33440 -0.81678 -0.46540
N -3.82115 0.91478 -3.67070
C -3.65235 0.57526 -2.35854
S -2.78082 1.64746 -1.32750
N -4.28512 -0.51917 -1.96005
N -3.99165 -0.80456 -0.67976
C -4.76267 -1.52773 0.05311
C -5.98969 -2.19734 -0.45405
C -7.22682 -2.05660 0.17078
C -8.35992 -2.66381 -0.35340
C -8.27462 -3.42000 -1.51299
C -7.04643 -3.56408 -2.14662
C -5.91588 -2.95793 -1.62319
C -4.37579 -1.60102 1.47952
C -4.95502 -2.51711 2.36158
C -4.55501 -2.52213 3.68556
C -3.59206 -1.61938 4.10678
C -3.06404 -0.74953 3.16399
N -3.44182 -0.73293 1.89354
H -3.15489 1.59400 -3.99340
H -3.97451 0.14071 -4.30080
H -7.30928 -1.44792 1.06377
H -9.31537 -2.54832 0.14568
H -9.16124 -3.88860 -1.92438
H -6.96799 -4.15427 -3.05193
H -4.95938 -3.06401 -2.11543
H -5.67702 -3.23577 1.99852
H -4.98339 -3.23506 4.38074
H -3.23768 -1.61293 5.12895
H -2.30063 -0.02372 3.43084
Cl 0.59888 -2.93110 -7.95045
C 0.16211 -2.22055 -6.41301
C -0.25274 -3.03275 -5.37021
C -0.60346 -2.46414 -4.16319
Cl -1.14252 -3.46410 -2.86666
C -0.57970 -1.05964 -3.91330
O -0.92591 -0.51770 -2.81458
C -0.13473 -0.29987 -5.03552
Cl -0.02698 1.43153 -4.85652
C 0.23229 -0.84997 -6.25022
H -0.30726 -4.10590 -5.49445
H 0.56047 -0.21106 -7.05856
C 4.98995 3.19886 -6.11583
C 4.56301 2.73495 -4.74656
C 3.77009 1.60212 -4.59794
C 3.36774 1.17728 -3.33969
C 3.75341 1.90545 -2.22653
C 4.57020 3.01594 -2.34570
C 4.97100 3.42767 -3.60620
S 3.19851 1.40054 -0.57955
O 4.27048 1.88278 0.34067
C 1.82153 2.60769 -0.47113
C 1.06456 2.86305 -1.63276
C 0.07543 3.79515 -1.62534
C -0.24588 4.49368 -0.44296
C -1.29744 5.44011 -0.41061
C -1.62787 6.08135 0.74759
C -0.92545 5.79070 1.93565
C 0.08996 4.87724 1.93672
C 0.47196 4.21081 0.74413
C 1.53137 3.25088 0.71767
C 2.26517 2.98772 1.99192
C 3.18891 3.96289 2.48341
C 3.49013 5.14230 1.75814
C 4.36720 6.06754 2.25136
C 5.00109 5.85467 3.49252
C 4.75975 4.70945 4.19634
C 3.85316 3.73542 3.71334
C 3.58836 2.54367 4.42871
C 2.71625 1.62050 3.94070
C 2.05158 1.83851 2.71644
S 0.79827 0.65000 2.10392
O -0.34185 0.74881 3.06286
C 1.68379 -0.84302 2.57872
C 3.00453 -1.06706 2.20948
C 3.60648 -2.26348 2.55224
C 2.91171 -3.24943 3.25499
C 3.59961 -4.52997 3.64472
C 1.58365 -3.01402 3.58692
C 0.96528 -1.81691 3.24446
H 4.22732 2.97080 -6.86070
H 5.91465 2.70229 -6.42139
H 5.17107 4.27415 -6.12261
H 3.45507 1.04939 -5.47618
H 2.74373 0.29652 -3.22118
H 4.87817 3.53649 -1.44529
H 5.60078 4.30452 -3.71349
H 1.26742 2.31056 -2.53920
H -0.48994 3.99837 -2.52488
H -1.85296 5.62201 -1.32344
H -2.44051 6.79710 0.76524
H -1.20159 6.29079 2.85601
H 0.60202 4.64006 2.85970
H 3.01531 5.29867 0.79834
H 4.58188 6.96562 1.68489
H 5.68957 6.59850 3.87629
H 5.26193 4.53031 5.14082
H 4.09362 2.37637 5.37377
H 2.51462 0.71147 4.49232
H 3.56101 -0.30498 1.67469
H 4.63455 -2.44649 2.25752
H 4.47704 -4.32573 4.26408
H 3.93950 -5.07074 2.75996
H 2.92500 -5.18141 4.19927
H 1.01594 -3.77733 4.10686
H -0.07083 -1.63284 3.50187
F 0.78137 -0.97147 -0.42562
C -3.06810 -6.57280 2.22365
S -1.82859 -5.73432 3.25266
C -0.52742 -5.49841 2.10469
C -0.55377 -4.66076 1.02382
S -1.85493 -3.70093 0.48417
S 0.94421 -4.70422 0.07766
C 1.76810 -5.94954 0.93522
S 3.23149 -6.57900 0.48266
S 0.90809 -6.47774 2.32558
H -3.94688 -6.71720 2.85246
H -2.67891 -7.53429 1.89244
H -3.30851 -5.93387 1.37607
*
```

Computed properties:
Strongest force on any atom (eV Å⁻¹): 1.1
HOMO (eV): -2.09
Frontier orbital gap (eV): 5.71
LUMO level (eV): 3.6

Mulliken population analysis, charges in e, atoms 1 to 4: 1.970, -0.517, -0.065, -0.193


(2)
Molecular formula: C4H8N2O
Method: DFT, the ωB97M-V functional and the def2-TZVPD basis

Structure (ORCA input):
```
! wB97M-V def2-TZVPD RIJCOSX def2/J DEFGRID3
* xyz 0 1
C -1.21162 0.16392 -1.80318
C -0.66056 -0.14328 -0.35205
C -0.06823 -1.36856 -0.06631
N 0.13683 -1.23259 1.29084
C -0.12817 0.02633 1.76115
N -0.81520 0.64304 0.77853
H -2.32663 0.34639 -1.70295
H -0.92008 -0.70641 -2.32265
H -0.80414 1.08824 -2.23614
H 0.43888 -2.16407 -0.57155
H 0.50741 -1.88794 1.95567
H 0.09289 0.18676 2.84529
O 2.29049 1.47306 0.17075
H 1.43465 1.25710 -0.31880
H 2.03348 2.31801 0.57138
*
```

Computed properties:
Strongest force on any atom (eV Å⁻¹): 3.6
HOMO (eV): -8.81
SMILES string: Cc1c[nH]cn1.O
Frontier orbital gap (eV): 9.68
LUMO level (eV): 0.9

natural (NBO) population analysis, charges in e, atoms 1 to 4: -0.629, 0.103, -0.147, -0.507


(3)
Molecular formula: C15H22N2O4S
Method: DFT, the ωB97M-V functional and the def2-TZVPD basis

Structure (ORCA input):
```
! wB97M-V def2-TZVPD RIJCOSX def2/J DEFGRID3
* xyz 0 1
C 5.09287 2.15669 1.03654
C 5.96890 0.99892 0.56393
O 5.79143 0.63823 -0.79466
C 4.49956 0.21453 -1.16522
C 4.07136 -1.10923 -0.52046
C 2.76543 -1.64609 -1.10811
N 1.64336 -0.73248 -0.97561
S 1.26148 -0.28095 0.60473
O 1.86666 0.98934 0.90742
O 1.54151 -1.39359 1.46209
C -0.49938 -0.07326 0.44364
C -1.03059 1.17783 0.20133
C -2.39806 1.34209 0.03406
C -3.20315 0.21535 0.11803
C -2.65508 -1.04843 0.36812
C -1.29800 -1.20324 0.52995
C -3.74261 -2.07922 0.41658
C -5.02151 -1.25728 0.17955
N -4.58687 0.12484 -0.00853
C -5.43226 1.16955 -0.26847
C -6.89603 0.80322 -0.34387
O -5.03599 2.30314 -0.42787
H 5.17411 2.99200 0.34432
H 5.43328 2.48020 2.01653
H 4.04888 1.86153 1.11820
H 7.02383 1.28377 0.61475
H 5.81535 0.12838 1.21588
H 4.55717 0.09476 -2.25259
H 3.76185 0.99330 -0.93207
H 3.91825 -0.96323 0.54980
H 4.86214 -1.84822 -0.66434
H 2.87940 -1.88082 -2.16987
H 2.47719 -2.55136 -0.57023
H 1.76615 0.10505 -1.52602
H -0.36250 2.02308 0.16071
H -2.82853 2.31103 -0.15280
H -0.84140 -2.15792 0.73308
H -3.75966 -2.58727 1.38127
H -3.59877 -2.83619 -0.35551
H -5.55931 -1.60279 -0.70776
H -5.69894 -1.32017 1.03619
H -7.07397 0.08793 -1.14386
H -7.46343 1.70793 -0.54318
H -7.23414 0.36908 0.59435
*
```

Computed properties:
Strongest force on any atom (eV Å⁻¹): 0.9
HOMO (eV): -8.66
SMILES string: CCOCCCNS(=O)(=O)c1ccc2c(c1)CCN2C(C)=O
Frontier orbital gap (eV): 9.14
LUMO level (eV): 0.5

natural (NBO) population analysis, charges in e, atoms 1 to 4: -0.657, -0.061, -0.534, -0.071


(4)
Molecular formula: C12H20BF3N3O7S
Method: DFT, the ωB97M-V functional and the def2-TZVPD basis

Structure (ORCA input):
```
! wB97M-V def2-TZVPD RIJCOSX def2/J DEFGRID3
* xyz -1 1
C 2.82386 -0.15392 2.47297
C 2.26368 1.27601 2.42050
N 2.71834 2.10275 1.29503
C 2.29727 1.61434 -0.00866
O 0.91692 1.38252 0.02839
C 0.40449 0.57401 -1.04143
C -0.31351 -0.65660 -0.45873
B 0.58558 -1.96834 -0.42886
O 0.91070 -2.59828 -1.60217
O 1.04408 -2.46206 0.77966
C -0.52484 1.48040 -1.88417
N 0.24900 2.40964 -2.72956
O 1.07857 1.63900 -3.61521
C -1.42081 2.31711 -0.98898
C -2.43648 1.72326 -0.24496
C -3.22530 2.49131 0.59387
N -3.08092 3.80597 0.74809
C -2.12825 4.37351 0.01852
C -1.28659 3.69372 -0.84893
H 3.79277 -0.15811 2.97845
H 2.92205 -0.60155 1.48430
H 2.14846 -0.79908 3.03733
H 1.17640 1.27802 2.46063
H 2.60213 1.79345 3.32390
H 3.73350 2.05719 1.29898
H 2.83711 0.70809 -0.33266
H 2.53623 2.41494 -0.73180
H 1.23247 0.24428 -1.67396
H -0.62972 -0.38787 0.55463
H -1.22303 -0.84814 -1.03069
H 0.47790 -3.47933 -1.60348
H 0.33358 -2.45573 1.43089
H -1.14567 0.87072 -2.54192
H 0.87605 2.90446 -2.09846
H 1.98098 1.66821 -3.27613
H -2.61849 0.65824 -0.30965
H -4.00296 2.00560 1.17607
H -2.01410 5.44921 0.12245
H -0.54237 4.24742 -1.40599
C -1.91630 -5.50473 1.07273
F -0.90775 -5.09070 1.86005
F -1.76813 -6.82434 0.89029
F -3.05718 -5.31549 1.75182
S -1.93421 -4.59590 -0.52796
O -0.62725 -4.89893 -1.09263
O -2.07800 -3.21352 -0.10481
O -3.06026 -5.17078 -1.21777
*
```

Computed properties:
Strongest force on any atom (eV Å⁻¹): 0.6
HOMO (eV): -6.69
Frontier orbital gap (eV): 9.10
LUMO level (eV): 2.4

natural (NBO) population analysis, charges in e, atoms 1 to 4: -0.638, -0.227, -0.625, 0.118


(5)
Molecular formula: C27H28BaBrN5O2SSe
Method: DFT, the ωB97M-V functional and the def2-TZVPD basis

Structure (ORCA input):
```
! wB97M-V def2-TZVPD RIJCOSX def2/J DEFGRID3
* xyz 0 1
Ba -0.68152 0.98547 1.55550
C 3.44144 -5.35483 -0.55340
C 2.34814 -4.47203 -1.19834
C 0.99948 -4.86653 -0.59922
C 2.23754 -4.64557 -2.71112
C 2.70650 -3.01878 -1.00960
C 3.98726 -2.65267 -1.48643
C 4.43735 -1.37552 -1.47611
C 3.62218 -0.39739 -0.93540
S 3.95476 1.25254 -0.75574
C 2.37974 1.52102 -0.08205
N 1.65071 0.42703 0.01651
C 2.33938 -0.69758 -0.44926
C 1.91986 -2.00857 -0.40918
C 2.00645 2.82505 0.41730
C 2.44090 3.94058 -0.32559
C 2.26373 5.18802 0.18915
C 1.66558 5.34803 1.41184
C 1.30183 4.22857 2.16384
C 1.45180 2.91292 1.67853
H 3.31170 -6.38793 -0.96112
H 3.32869 -5.34270 0.52558
H 4.47056 -5.02509 -0.75875
H 0.83824 -5.90489 -0.80808
H 0.17864 -4.32516 -1.07559
H 0.99056 -4.71333 0.48843
H 1.86371 -5.67264 -2.93520
H 3.18873 -4.53399 -3.22443
H 1.54077 -3.92070 -3.08685
H 4.65079 -3.43240 -1.85131
H 5.50009 -1.19460 -1.77347
H 0.88630 -2.27375 -0.18930
H 2.93659 3.84274 -1.27709
H 2.64672 6.00563 -0.36300
H 1.45337 6.36329 1.70613
H 0.86975 4.31598 3.13448
O -3.50956 0.55309 0.82545
N -3.42249 1.20705 -0.20573
O -2.27330 1.28058 -0.64130
Br 0.19083 -2.14970 2.98409
C -1.08600 -2.61918 1.56465
C -1.73680 -3.82528 1.64236
C -2.64545 -4.08525 0.62339
C -2.78610 -3.17686 -0.41468
C -2.07256 -1.96878 -0.35774
N -1.19792 -1.73067 0.61677
H -1.56144 -4.49692 2.47840
H -3.16879 -5.01718 0.62353
H -3.43445 -3.28188 -1.25714
H -2.15558 -1.24294 -1.15160
C -1.19060 4.20239 -0.64519
N -2.56020 4.18226 -0.04785
C -3.67412 4.33397 -0.75411
C -4.70772 4.21032 0.03415
N -4.23866 3.86224 1.27014
C -5.14063 3.55391 2.38323
C -2.90957 3.82926 1.24721
Se -1.87184 3.63847 2.78888
H -0.50055 4.71678 0.05091
H -1.17856 4.75765 -1.54426
H -0.96181 3.15932 -0.87661
H -3.62657 4.54336 -1.78831
H -5.73443 4.19163 -0.30085
H -6.14551 3.72604 2.01274
H -4.82771 4.14243 3.22114
H -5.00023 2.56370 2.62669
*
```

Computed properties:
Strongest force on any atom (eV Å⁻¹): 2.8
HOMO (eV): -6.80
Frontier orbital gap (eV): 6.93
LUMO level (eV): 0.1

natural (NBO) population analysis, charges in e, atoms 1 to 4: 1.753, -0.598, -0.073, -0.608


(6)
Molecular formula: C51H54CdN9O4P2
Method: DFT, the ωB97M-V functional and the def2-TZVPD basis

Structure (ORCA input):
```
! wB97M-V def2-TZVPD RIJCOSX def2/J DEFGRID3
* xyz 1 1
Cd -0.81196 1.18851 0.57524
C -0.90838 4.52200 7.18589
C -0.84225 4.16533 5.72725
C -0.56357 5.11338 4.74353
C -0.54070 4.78089 3.40964
C -0.76138 3.46806 2.92574
N -0.74693 3.16282 1.59726
C -0.09116 3.98991 0.68679
C 1.17894 4.53956 0.90707
C 1.86126 5.24507 -0.06582
C 1.32284 5.43487 -1.33390
C 2.06816 6.16926 -2.41117
C 0.07684 4.87812 -1.58060
C -0.61707 4.18508 -0.59948
N -1.89446 3.65706 -0.96749
C -2.84622 4.30117 -1.66779
C -3.83918 3.39540 -1.96057
C -3.39516 2.19857 -1.38671
N -2.22464 2.36475 -0.78926
C -1.07713 2.52373 3.93843
C -1.12368 2.88768 5.28425
N -1.42218 1.14495 3.66158
C -1.30945 0.12355 4.53540
C -2.03321 -0.94723 4.04425
C -2.55857 -0.47198 2.83458
N -2.18918 0.78129 2.60871
H -0.54414 5.53460 7.35195
H -0.30081 3.84903 7.79312
H -1.93100 4.47416 7.56485
H -0.38875 6.14407 5.02887
H -0.36378 5.56110 2.68422
H 1.64074 4.39680 1.87722
H 2.84744 5.63272 0.15852
H 3.02739 6.53007 -2.04348
H 1.50300 7.03033 -2.77137
H 2.26225 5.51918 -3.26545
H -0.35806 4.95371 -2.57034
H -2.75033 5.34988 -1.88827
H -4.75563 3.57869 -2.49074
H -3.87707 1.23817 -1.35304
H -1.43512 2.15424 6.01640
H -0.75177 0.23054 5.44877
H -2.18894 -1.90364 4.51402
H -3.16928 -0.97923 2.10523
O -1.89124 -0.73846 -0.14755
P -1.98625 -1.62344 -1.34968
C -0.60378 -1.37478 -2.49008
P 0.96457 -2.06128 -1.88216
O 0.95169 -2.23692 -0.38885
C 1.12213 -3.65955 -2.69644
C 1.02887 -4.81970 -1.93631
C 1.15625 -6.05914 -2.54733
C 1.37083 -6.13870 -3.91459
C 1.47037 -4.98024 -4.67714
C 1.35536 -3.74247 -4.06807
C 2.32856 -1.08957 -2.50613
C 2.21059 0.03086 -3.31761
C 3.34839 0.67941 -3.76779
C 4.60233 0.21473 -3.41291
C 4.73063 -0.90508 -2.60343
C 3.59793 -1.55453 -2.14881
C -2.05593 -3.35791 -0.90634
C -2.02298 -4.34885 -1.88249
C -2.15251 -5.67911 -1.51947
C -2.31938 -6.02037 -0.18411
C -2.36383 -5.03353 0.79012
C -2.23727 -3.70189 0.42947
C -3.50886 -1.31638 -2.26275
C -3.61675 -1.34804 -3.64957
C -4.84368 -1.12659 -4.25887
C -5.96798 -0.88011 -3.48645
C -5.86959 -0.85592 -2.10165
C -4.64678 -1.07455 -1.49235
H -0.52844 -0.28718 -2.60186
H -0.80567 -1.82335 -3.46404
H 0.85630 -4.74484 -0.86948
H 1.08868 -6.96217 -1.95556
H 1.47229 -7.10534 -4.38973
H 1.65286 -5.04423 -5.74110
H 1.46646 -2.83934 -4.65845
H 1.24255 0.42743 -3.58933
H 3.25162 1.56615 -4.37788
H 5.48609 0.73681 -3.75287
H 5.71132 -1.26834 -2.32764
H 3.69494 -2.44479 -1.53465
H -1.89688 -4.09206 -2.92816
H -2.12180 -6.44887 -2.27815
H -2.42395 -7.05965 0.09622
H -2.50784 -5.30348 1.82753
H -2.28857 -2.91898 1.17540
H -2.75220 -1.53335 -4.27394
H -4.91881 -1.14314 -5.33743
H -6.92268 -0.70556 -3.96353
H -6.74528 -0.66077 -1.49781
H -4.56636 -1.03640 -0.41200
N 1.37298 0.85519 1.69799
C 2.29910 0.45284 0.61970
C 3.77112 0.51594 1.01141
C 4.16006 -0.34720 2.21855
C 4.03215 -1.86857 2.06010
N 2.66344 -2.36719 1.86300
C 1.64484 -2.16010 2.68361
N 1.84604 -1.78124 3.95850
N 0.40413 -2.30099 2.23477
C 1.97611 1.25676 -0.66034
O 2.88194 1.79099 -1.27947
O 0.73787 1.23022 -0.99301
H 1.51534 1.83223 1.94936
H 1.54384 0.32046 2.54062
H 2.01195 -0.55745 0.35125
H 4.01151 1.55588 1.25104
H 4.37804 0.27071 0.13735
H 3.59078 -0.01704 3.09153
H 5.20405 -0.15483 2.47710
H 4.49329 -2.38505 2.90768
H 4.57769 -2.19867 1.17582
H 2.38216 -2.57033 0.90125
H 2.77116 -1.80997 4.34888
H 1.07215 -1.75795 4.59947
H 0.26687 -2.41219 1.22721
H -0.38262 -1.99510 2.79708
*
```

Computed properties:
Strongest force on any atom (eV Å⁻¹): 0.4
HOMO (eV): -8.30
Frontier orbital gap (eV): 6.43
LUMO level (eV): -1.9

Mulliken population analysis, charges in e, atoms 1 to 4: 6.220, -1.584, 0.150, -1.142


(7)
Molecular formula: C3H10N2
Method: DFT, the ωB97M-V functional and the def2-TZVPD basis

Structure (ORCA input):
```
! wB97M-V def2-TZVPD RIJCOSX def2/J DEFGRID3
* xyz 0 1
C -4.49773 -2.88499 2.00877
C -5.10385 -1.73552 1.69606
H -3.60017 -3.18469 1.49242
H -5.18083 -3.72009 2.22216
H -4.62492 -0.88871 1.18644
H -6.07783 -1.49680 2.11844
N 4.17026 0.88116 -1.86506
C 3.32268 1.98532 -1.38197
N 2.13945 1.54660 -0.69092
H 5.06105 0.78596 -1.40442
H 3.73301 -0.02268 -1.94312
H 3.86159 2.65435 -0.70264
H 3.15579 2.64167 -2.24499
H 1.35249 2.17303 -0.75732
H 2.28901 1.26539 0.26614
*
```

Computed properties:
Strongest force on any atom (eV Å⁻¹): 2.7
HOMO (eV): -8.72
SMILES string: C=C.NCN
Frontier orbital gap (eV): 9.92
LUMO level (eV): 1.2

natural (NBO) population analysis, charges in e, atoms 1 to 4: -0.409, -0.356, 0.193, 0.196